Entry 1:
The following is a quantum chemistry calculation of a structure of composition C18H26Br2O10PdS3 in a non-equilibrium geometry, from the Open Molecules 2025 dataset.

Results
* multiplicity: 3
* orbital gap (spin up / spin down): 4.435 / 4.427 eV
* total charge: -2
* energy above the lowest of the compared OMol25 structures with the same formula, charge and spin: 0.000 eV
* strongest force on any atom: 2.63 eV Å⁻¹
* HOMO energy (spin up / spin down): -0.88 / -0.88 eV

Atoms and positions in Å:
Pd1 0.048 -0.686 1.360
Br1 -2.296 -1.375 2.258
Br2 1.613 -1.174 3.361
C1 2.476 1.915 -0.881
C2 3.601 2.775 -1.044
C3 5.014 2.255 -0.598
O1 5.945 3.077 -0.605
C4 5.094 0.909 -0.222
C5 3.972 0.063 -0.021
C6 2.591 0.638 -0.343
O2 1.557 -0.069 -0.147
O3 4.054 -1.110 0.358
O4 3.508 3.943 -1.438
H1 1.487 2.286 -1.136
H2 6.075 0.509 0.017
C7 2.504 3.873 1.538
C8 2.729 3.675 3.025
C9 1.879 2.470 3.416
S1 0.336 2.724 2.548
O5 -0.610 3.432 3.383
O6 -0.024 1.511 1.917
C10 0.997 3.891 1.337
H3 2.841 3.063 0.881
H4 3.015 4.748 1.137
H5 2.329 4.527 3.588
H6 3.762 3.509 3.327
H7 1.723 2.367 4.487
H8 2.246 1.511 3.039
H9 0.494 4.834 1.558
H10 0.704 3.593 0.331
C11 -2.030 -5.916 -0.045
C12 -1.290 -5.982 -1.409
C13 -0.230 -4.884 -1.345
S2 -1.117 -3.503 -0.661
O7 -2.044 -3.043 -1.676
O8 -0.256 -2.608 -0.001
C14 -2.090 -4.481 0.491
H11 -1.455 -6.495 0.681
H12 -3.011 -6.390 -0.078
H13 -1.993 -5.840 -2.224
H14 -0.733 -6.918 -1.420
H15 0.224 -4.615 -2.293
H16 0.507 -5.101 -0.568
H17 -3.037 -3.948 0.535
H18 -1.623 -4.362 1.468
C15 -4.616 0.677 -1.909
C16 -3.659 0.844 -3.121
C17 -2.223 0.995 -2.621
S3 -2.235 0.902 -0.830
O9 -2.307 2.261 -0.360
O10 -1.191 -0.005 -0.456
C18 -3.834 0.111 -0.745
H19 -5.505 0.093 -2.143
H20 -4.976 1.668 -1.606
H21 -4.075 1.629 -3.750
H22 -3.697 -0.071 -3.720
H23 -1.745 1.898 -2.996
H24 -1.609 0.168 -2.973
H25 -4.199 0.176 0.277
H26 -3.614 -0.946 -0.935

Here are the natural (NBO) charges for atoms 1 to 4, given in e: 1.24 -0.78 -0.68 -0.57



Entry 2:
The following is a quantum chemistry calculation of a structure of composition C18H26CdN7O4S2 in a non-equilibrium geometry, from the Open Molecules 2025 dataset.

Results
* multiplicity: 1
* orbital gap: 9.251 eV
* total charge: +1
* energy above the lowest of the compared OMol25 structures with the same formula, charge and spin: 0.850 eV
* strongest force on any atom: 3.25 eV Å⁻¹
* HOMO energy: -11.76 eV

Atoms and positions in Å:
Cd1 0.330 -0.176 1.346
C1 -2.677 -4.967 2.210
C2 -2.014 -3.954 3.054
N1 -2.135 -3.831 4.334
N2 -1.360 -2.790 4.692
C3 -0.724 -2.254 3.633
S1 0.360 -0.988 3.696
N3 -1.136 -3.004 2.565
N4 -0.729 -2.812 1.252
H1 -3.272 -5.613 2.849
H2 -1.936 -5.570 1.681
H3 -3.329 -4.489 1.478
H4 -1.288 -2.501 5.657
H5 -1.418 -2.226 0.768
H6 -0.660 -3.716 0.785
C4 3.198 1.133 3.748
C5 3.382 0.008 2.735
O1 2.771 0.285 1.474
C6 3.400 1.389 0.813
C7 3.097 1.365 -0.673
H7 3.470 0.778 4.736
H8 2.154 1.460 3.765
H9 3.829 1.986 3.504
H10 2.907 -0.906 3.101
H11 4.450 -0.200 2.570
H12 4.485 1.300 0.956
H13 3.049 2.330 1.250
H14 3.309 0.377 -1.077
H15 3.730 2.097 -1.166
H16 2.056 1.623 -0.859
C8 -3.066 1.658 2.782
S2 -1.948 1.186 1.452
O2 -1.931 -0.300 1.447
O3 -2.400 1.737 0.201
O4 -0.579 1.637 1.809
H17 -4.073 1.541 2.405
H18 -2.878 2.688 3.052
H19 -2.884 0.997 3.621
N5 -1.742 4.099 -8.152
C9 -1.513 3.438 -7.247
C10 -1.182 2.630 -6.131
C11 -1.460 3.066 -4.835
C12 -1.075 2.307 -3.747
C13 -0.409 1.097 -3.944
C14 -0.166 0.645 -5.240
C15 -0.545 1.406 -6.327
N6 0.027 0.327 -2.842
C16 0.871 -0.752 -2.890
C17 1.025 -1.185 -1.611
N7 0.292 -0.391 -0.779
C18 -0.295 0.509 -1.544
H20 -1.972 4.004 -4.688
H21 -1.297 2.660 -2.752
H22 0.310 -0.307 -5.413
H23 -0.345 1.055 -7.328
H24 1.316 -1.118 -3.791
H25 1.597 -2.009 -1.230
H26 -0.979 1.245 -1.158

Here are the natural (NBO) charges for atoms 1 to 4, given in e: 1.65 -0.67 0.36 -0.23



Entry 3:
The following is a quantum chemistry calculation of a cluster of 6 separate species, C18H26F5O15 in total in a non-equilibrium geometry, from the Open Molecules 2025 dataset.

Results
* multiplicity: 1
* orbital gap: 9.478 eV
* total charge: -1
* energy above the lowest of the compared OMol25 structures with the same formula, charge and spin: 2.105 eV
* strongest force on any atom: 13.73 eV Å⁻¹
* HOMO energy: -7.18 eV

Atoms and positions in Å:
F1 -0.436 -2.066 0.280
C1 -1.262 -5.304 0.313
C2 -0.052 -5.062 -0.507
O1 -0.158 -5.952 -1.549
C3 -1.294 -6.546 -1.505
O2 -1.615 -7.448 -2.371
O3 -2.160 -6.112 -0.549
F2 1.043 -5.073 0.266
H1 -1.996 -4.489 0.605
H2 -1.005 -5.822 1.117
H3 0.056 -4.067 -1.151
C4 -2.597 -1.703 -2.752
C5 -3.087 -2.591 -1.587
O4 -3.235 -3.817 -2.306
C6 -2.582 -3.783 -3.584
O5 -2.527 -4.726 -4.295
O6 -2.288 -2.479 -3.878
F3 -4.410 -2.379 -1.334
H4 -1.596 -1.241 -2.384
H5 -3.257 -1.005 -3.064
H6 -2.489 -2.658 -0.731
C7 2.849 -1.148 -1.057
C8 1.764 -1.271 -2.021
O7 2.011 -2.543 -2.657
C9 2.880 -3.233 -1.957
O8 3.233 -4.390 -2.133
O9 3.320 -2.446 -0.968
F4 1.752 -0.331 -3.048
H7 2.395 -0.723 -0.150
H8 3.550 -0.433 -1.426
H9 0.810 -1.431 -1.531
C10 2.107 -2.353 2.598
C11 0.885 -1.507 3.152
O10 1.540 -0.291 3.622
C12 2.834 -0.391 3.362
O11 3.691 0.508 3.472
O12 3.223 -1.571 2.879
F5 0.336 -1.940 4.232
H10 1.919 -2.506 1.461
H11 2.136 -3.241 3.084
H12 0.217 -1.223 2.326
C13 -0.713 1.198 0.305
O13 -1.142 2.413 0.715
C14 -1.646 3.444 -0.118
C15 -1.894 4.829 0.568
O14 -0.814 5.376 0.758
C16 -0.929 6.559 1.702
C17 0.470 7.027 1.839
O15 0.925 7.533 0.615
C18 2.286 7.848 0.552
H13 -0.205 0.868 1.072
H14 -0.047 1.220 -0.418
H15 -1.363 0.623 0.176
H16 -2.550 3.099 -0.748
H17 -0.788 3.589 -0.969
H18 -2.278 4.436 1.456
H19 -2.396 5.484 0.031
H20 -1.052 6.213 2.691
H21 -1.775 7.147 1.357
H22 1.073 6.372 2.141
H23 0.363 7.958 2.527
H24 2.602 8.106 -0.539
H25 2.818 6.751 0.841
H26 2.548 8.695 1.169

Here are the natural (NBO) charges for atoms 1 to 4, given in e: -0.96 -0.14 0.44 -0.45